71
Properties=species:S:1:pos:R:3:lowdin_charge:R:1 method="wB97M-V/def2-TZVPD" orbital_gap_ev=6.89 mol_weight_g_mol=775.43 lumo_energy_ev=1.978 e_homo_ev=-4.9 charge=-1
In 1.439 0.793 0.854 0.70
O 0.256 -5.221 0.260 0.03
N 0.468 -4.082 0.598 -0.65
O 1.562 -3.592 0.718 0.01
O 3.650 -1.665 2.332 0.05
C 2.605 -1.448 2.918 -0.52
C 2.270 -2.026 4.274 -0.08
C 0.829 -1.555 4.590 -0.07
C 0.459 -0.762 3.349 -0.53
O -0.624 -0.222 3.138 -0.02
N 1.527 -0.722 2.439 0.05
H 3.009 -1.642 4.962 0.11
H 2.377 -3.102 4.212 0.11
H 0.754 -0.849 5.419 0.12
H 0.081 -2.345 4.723 0.12
N 3.103 -1.367 -2.004 0.04
C 2.502 -0.075 -1.744 -0.91
S 0.714 -0.342 -1.273 0.52
N 2.755 0.780 -2.867 0.02
C 2.171 0.617 -4.130 -0.26
C 2.243 1.749 -4.959 -0.05
C 1.760 1.662 -6.249 -0.12
C 1.208 0.479 -6.769 -0.12
C 1.163 -0.641 -5.921 -0.09
C 1.656 -0.577 -4.621 -0.04
H 2.787 -1.987 -1.266 0.05
H 4.116 -1.250 -1.931 0.08
H 2.790 1.769 -2.617 0.11
H 2.700 2.673 -4.603 0.11
H 1.801 2.528 -6.927 0.10
H 0.922 0.447 -7.810 0.08
H 0.777 -1.544 -6.352 0.09
H 1.609 -1.454 -4.019 0.08
N 4.369 1.052 -0.412 0.06
C 3.181 0.650 -0.438 -0.40
H 4.841 0.948 -1.313 0.03
C 0.765 5.977 -1.206 -0.09
C 1.129 4.678 -1.630 -0.08
C 1.002 3.630 -0.763 -0.05
C 0.522 3.750 0.574 -0.19
C 0.492 2.617 1.471 -0.18
C -0.160 2.821 2.669 -0.12
C -0.685 4.102 3.016 -0.09
C -0.550 5.187 2.221 -0.06
C 0.099 5.045 0.957 -0.18
C 0.228 6.132 0.060 -0.05
H 0.885 6.808 -1.879 0.09
H 1.541 4.464 -2.599 0.09
H 1.276 2.662 -1.143 0.05
H -0.219 2.054 3.399 0.06
H -1.240 4.169 3.948 0.10
H -0.981 6.138 2.542 0.11
H -0.029 7.139 0.352 0.10
Cl -4.376 0.192 2.687 0.51
C -3.929 -0.170 1.021 -1.03
Cl -2.888 1.058 0.290 0.56
H -4.876 -0.169 0.465 0.03
H -3.426 -1.132 1.053 -0.02
C -5.498 -3.710 2.658 -0.02
C -4.504 -4.050 1.577 -0.34
C -4.790 -4.893 0.538 -0.02
C -3.752 -5.189 -0.341 -0.09
N -2.522 -4.681 -0.187 0.09
C -2.378 -3.827 0.815 -0.61
S -0.834 -2.946 1.082 1.11
N -3.310 -3.485 1.712 0.10
H -6.467 -4.175 2.472 0.07
H -5.598 -2.617 2.765 0.06
H -5.139 -4.062 3.624 0.08
H -5.761 -5.341 0.423 0.11
H -3.855 -5.848 -1.205 0.12